Molecular formula: C20H24BCaN7O2S3
Method: DFT, ωB97M-V/def2-TZVPD

Each line ends with the Löwdin charge.
Cartesian coordinates (Å):
1 Ca -0.04 -0.79 -0.97  0.9467
2 O 3.61 0.35 -1.29  0.0441
3 C 2.42 0.40 -1.57  -0.6337
4 O 1.69 -0.50 -2.13  -0.2571
5 C 1.66 1.70 -1.25  -0.1936
6 C 2.39 2.90 -1.14  0.0063
7 C 1.70 4.06 -0.95  0.0000
8 C 0.29 4.03 -0.85  -0.1613
9 C -0.49 5.20 -0.66  -0.0354
10 C -1.85 5.12 -0.59  -0.0733
11 C -2.50 3.87 -0.70  -0.0649
12 C -1.77 2.72 -0.86  -0.0209
13 C -0.36 2.79 -0.95  -0.2025
14 N 0.35 1.62 -1.14  0.0814
15 H 3.46 2.86 -1.22  0.1211
16 H 2.22 5.01 -0.88  0.1220
17 H 0.01 6.16 -0.59  0.1130
18 H -2.44 6.02 -0.46  0.1044
19 H -3.58 3.81 -0.63  0.1104
20 H -2.25 1.75 -0.92  0.0668
21 C 1.41 2.18 2.33  -0.0258
22 N 0.03 1.71 2.25  -0.1159
23 C -1.08 2.50 2.47  -0.0542
24 C -2.15 1.69 2.33  -0.0725
25 N -1.70 0.42 2.03  -0.0002
26 B -2.72 -0.79 2.19  -0.4306
27 N -2.43 -2.07 1.33  -0.0173
28 C -2.31 -3.31 1.93  -0.0637
29 C -2.39 -4.26 0.98  -0.0539
30 N -2.55 -3.59 -0.23  -0.1394
31 C -2.69 -4.22 -1.53  -0.0662
32 C -2.57 -2.26 0.00  -0.7642
33 S -2.73 -1.04 -1.24  0.5262
34 C -0.35 0.44 2.00  -0.7317
35 S 0.72 -0.88 1.67  0.5415
36 H 1.45 3.21 1.99  0.0864
37 H 2.03 1.55 1.70  0.0562
38 H 1.77 2.11 3.36  0.0958
39 H -1.01 3.55 2.68  0.1244
40 H -3.20 1.90 2.41  0.1210
41 H -2.67 -1.17 3.35  0.0777
42 H -3.81 -0.34 1.89  0.0747
43 H -2.18 -3.40 2.99  0.1179
44 H -2.33 -5.33 1.03  0.1219
45 H -2.25 -5.21 -1.48  0.0855
46 H -2.17 -3.62 -2.27  0.0448
47 H -3.74 -4.29 -1.81  0.0944
48 C 4.64 -2.93 -0.74  -0.0542
49 N 3.23 -3.20 -0.49  -0.0266
50 C 2.31 -3.38 -1.43  -0.8805
51 N 2.76 -3.42 -2.70  0.1194
52 S 0.66 -3.65 -1.01  0.5727
53 H 5.18 -3.03 0.20  0.0909
54 H 4.78 -1.92 -1.12  0.0742
55 H 5.05 -3.67 -1.43  0.0878
56 H 2.86 -3.07 0.44  0.1138
57 H 3.57 -2.86 -2.93  0.0993
58 H 2.03 -3.40 -3.39  0.0967

For the energy relative to the best compared isomer or geometry (same formula, charge and spin), the calculation gives 17.7 kJ/mol. The HOMO energy is -7.826 eV. For the calculated total energy, the calculation gives -3207.635117 hartree.